17
Properties=species:S:1:pos:R:3 method="wB97M-V/def2-TZVPD" total_energy_ev=-11151.3687 orbital_gap_ev=8.41 e_above_lowest_ev=0.730 e_lumo_ev=-4.304 charge=+1
C 0.646 0.772 0.896
C 0.824 -0.667 0.813
N 0.121 -1.386 0.004
N -0.228 1.377 0.178
N 1.709 -1.200 1.674
N -0.418 2.665 0.251
N -1.527 -1.061 -2.335
N -0.495 -0.480 -1.936
H 1.269 1.306 1.614
H 0.315 -2.373 -0.068
H 2.140 -0.647 2.395
H 1.842 -2.197 1.715
H -1.183 3.050 -0.276
H 0.071 3.246 0.927
H -2.488 -0.845 -2.050
H -1.392 -1.878 -2.931
H -0.636 0.337 -1.313